C10H19ClDyLaN | ωB97M-V with the def2-TZVPD basis set

Output
multiplicity = 6
⟨S²⟩ = 9.354
total charge = -1
LUMO energy (spin up / spin down) = 2.50 / 2.55 eV
calculated total energy = -49629.3098 eV
gap between HOMO and LUMO (spin up / spin down) = 6.35 / 6.29 eV

Geometry (Å):
Dy  -0.02  -0.47  -3.19
Cl  0.74  -2.41  -1.53
C  1.90  0.52  -3.24
C  -1.15  -1.86  -4.37
H  1.70  0.82  -4.28
H  1.81  1.27  -2.52
H  2.56  -0.28  -3.11
H  -0.96  -1.24  -5.26
H  -2.11  -1.81  -3.97
H  -0.58  -2.73  -4.29
La  -0.56  -0.60  0.10
C  -2.28  -1.80  0.95
C  -1.40  0.47  -1.67
H  -3.11  -1.28  0.53
H  -2.12  -2.80  0.69
H  -2.00  -1.50  1.96
H  -2.39  0.28  -2.09
H  -0.89  1.43  -1.54
C  -1.75  1.66  2.35
C  -0.31  1.36  2.54
C  0.55  1.83  3.51
C  1.79  1.26  3.31
C  1.70  0.43  2.22
C  2.76  -0.41  1.61
N  0.41  0.49  1.73
H  -2.16  1.14  1.48
H  -1.85  2.74  2.20
H  -2.29  1.36  3.25
H  0.25  2.55  4.32
H  2.71  1.42  3.92
H  3.58  0.24  1.31
H  3.11  -1.11  2.37
H  2.38  -0.96  0.74

What are the Mulliken partial charges on each atom? They are as follows, in elementary charge units: 0.612, -0.657, -1.227, -1.146, 0.370, 0.297, 0.305, 0.361, 0.273, 0.309, 1.065, -1.486, -1.504, 0.362, 0.468, 0.255, 0.416, 0.287, -0.961, 0.372, -0.600, -0.484, 0.349, -1.097, -0.111, 0.190, 0.305, 0.241, 0.334, 0.328, 0.275, 0.261, 0.238


C4H12NO2 | ωB97M-V with the def2-TZVPD basis set

Output
ΔE to the lowest compared entry with this formula, charge and spin = 284.71 kJ/mol
multiplicity = 2
⟨S²⟩ = 0.754
total charge = +2
LUMO energy (spin up / spin down) = -9.60 / -13.69 eV
calculated total energy = -9904.4845 eV
gap between HOMO and LUMO (spin up / spin down) = 8.37 / 4.28 eV

Geometry (Å):
C  0.35  1.50  3.21
C  0.37  1.13  1.69
C  -0.39  0.37  0.93
N  -0.17  0.21  -0.50
C  -0.91  0.84  -1.37
H  -0.35  2.30  3.54
H  0.25  0.48  3.76
H  1.35  2.08  3.60
H  1.32  1.50  1.22
H  -1.07  -0.32  1.54
H  0.77  -0.32  -0.53
H  -0.80  0.45  -2.51
H  -1.72  1.51  -1.09
H  -0.93  -2.35  -3.37
H  -2.47  -1.98  -2.62
O  -1.58  -1.71  -2.99
H  2.87  -1.27  -0.63
H  2.06  -1.89  0.43
O  2.00  -1.37  -0.34

What are the natural (NBO) partial charges on each atom? They are as follows, in elementary charge units: -0.723, 0.118, 0.197, -0.519, 0.185, 0.339, 0.325, 0.320, 0.271, 0.286, 0.508, 0.335, 0.252, 0.524, 0.520, -1.027, 0.518, 0.505, -0.934


C27H22O5S2 | ωB97M-V with the def2-TZVPD basis set

Output
ΔE to the lowest compared entry with this formula, charge and spin = 0.00 kJ/mol
LUMO energy = -0.09 eV
calculated total energy = -60260.1173 eV
gap between HOMO and LUMO = 8.65 eV

Geometry (Å):
C  -6.60  -2.25  1.99
C  -5.43  -1.25  2.07
C  -5.63  0.14  2.07
C  -4.55  1.01  2.01
C  -3.23  0.61  2.28
C  -2.27  1.74  2.59
C  -0.82  1.43  2.66
C  -0.35  0.31  3.36
C  1.00  0.02  3.55
C  1.95  0.92  3.04
O  3.31  0.70  3.25
C  4.00  -0.20  2.45
C  5.07  0.27  1.69
C  5.75  -0.57  0.84
C  5.43  -1.94  0.80
C  4.42  -2.42  1.65
C  3.70  -1.55  2.46
C  1.53  2.10  2.41
C  0.18  2.35  2.26
C  -3.01  -0.82  2.14
C  -4.10  -1.70  2.09
H  -6.30  -3.21  2.46
H  -7.51  -1.89  2.53
H  -6.86  -2.40  0.92
H  -6.65  0.54  2.11
H  -4.76  2.03  1.77
H  -2.50  2.65  2.03
H  -1.09  -0.35  3.80
H  1.34  -0.91  4.03
H  5.34  1.32  1.72
H  6.54  -0.21  0.18
H  5.96  -2.63  0.14
H  4.20  -3.48  1.66
H  2.91  -1.92  3.09
H  2.28  2.80  2.00
H  -0.14  3.28  1.83
H  -2.02  -1.26  2.08
H  -3.93  -2.79  2.12
C  -5.39  6.51  6.34
C  -5.55  5.40  5.48
C  -4.41  4.74  5.00
C  -3.12  5.20  5.27
C  -2.97  6.31  6.12
C  -4.11  6.95  6.66
S  -1.82  4.10  4.54
O  -1.27  4.72  3.34
O  -0.90  3.66  5.57
C  -2.77  2.70  4.02
S  -4.45  3.22  3.99
O  -5.25  2.17  4.60
O  -4.82  3.70  2.66
H  -6.26  7.01  6.75
H  -6.54  5.05  5.21
H  -1.98  6.65  6.39
H  -4.00  7.79  7.34
H  -2.74  1.96  4.96

What are the natural (NBO) partial charges on each atom? They are as follows, in elementary charge units: -0.634, 0.005, -0.199, -0.222, 0.002, -0.157, -0.103, -0.192, -0.216, 0.306, -0.510, 0.299, -0.254, -0.197, -0.227, -0.194, -0.268, -0.256, -0.143, -0.204, -0.241, 0.216, 0.222, 0.225, 0.215, 0.253, 0.254, 0.215, 0.217, 0.225, 0.218, 0.216, 0.215, 0.217, 0.233, 0.232, 0.220, 0.212, -0.184, -0.172, -0.309, -0.197, -0.206, -0.190, 2.146, -0.923, -0.905, -0.833, 2.157, -0.905, -0.937, 0.231, 0.243, 0.241, 0.231, 0.312


C12H7Cl2N6O6S | ωB97M-V with the def2-TZVPD basis set

Output
total charge = -1
LUMO energy = 1.87 eV
calculated total energy = -69653.9336 eV
gap between HOMO and LUMO = 6.26 eV

Geometry (Å):
Cl  -4.85  0.51  2.92
C  -3.18  0.35  2.57
C  -2.59  -0.92  2.49
C  -1.24  -1.04  2.12
C  -0.45  0.07  1.83
S  1.32  -0.13  1.25
C  2.34  -0.06  2.73
Cl  1.95  1.41  3.56
O  1.38  -1.46  0.70
O  1.59  1.01  0.41
C  -1.04  1.35  1.98
C  -2.40  1.48  2.34
H  -3.20  -1.79  2.70
H  -0.82  -2.05  2.03
H  2.12  -1.03  3.20
H  -0.47  2.24  1.79
H  -2.86  2.47  2.44
O  7.90  -0.58  -1.29
N  7.40  -1.48  -0.59
O  7.77  -2.68  -0.61
C  6.29  -1.16  0.32
C  5.56  -2.17  0.97
C  4.49  -1.82  1.85
N  3.99  -2.95  2.63
O  4.42  -4.10  2.31
O  3.20  -2.76  3.61
C  4.10  -0.49  2.03
N  4.92  0.46  1.44
N  4.86  1.81  1.67
N  5.73  2.36  0.85
N  6.42  1.44  0.12
C  5.97  0.22  0.53
H  5.83  -3.21  0.83
H  3.76  0.02  3.03

What are the natural (NBO) partial charges on each atom? They are as follows, in elementary charge units: 0.008, -0.050, -0.224, -0.194, -0.293, 2.147, -0.636, 0.067, -0.941, -0.936, -0.177, -0.241, 0.224, 0.244, 0.293, 0.241, 0.225, -0.382, 0.517, -0.441, -0.126, -0.056, -0.115, 0.503, -0.445, -0.469, 0.031, -0.220, -0.082, -0.057, -0.290, 0.324, 0.287, 0.262


C45H55AsOP2SSe2Si3Te2Ti | ωB97M-V with the def2-TZVPD basis set

Output
ΔE to the lowest compared entry with this formula, charge and spin = 254.49 kJ/mol
multiplicity = 3
⟨S²⟩ = 2.023
LUMO energy (spin up / spin down) = -0.66 / -2.40 eV
calculated total energy = -331885.8204 eV
gap between HOMO and LUMO (spin up / spin down) = 5.92 / 4.10 eV

Geometry (Å):
Ti  -0.86  0.69  -0.43
O  -1.43  2.02  2.43
S  -2.04  2.35  1.09
C  -3.63  1.53  1.23
C  -4.80  2.27  1.09
C  -6.00  1.73  1.52
C  -6.02  0.49  2.14
C  -4.86  -0.26  2.25
C  -3.66  0.23  1.72
P  -2.16  -0.79  1.50
C  -1.95  -1.45  3.20
C  -1.65  -0.54  4.22
C  -1.32  -0.98  5.49
C  -1.34  -2.34  5.78
C  -1.73  -3.24  4.80
C  -2.02  -2.80  3.52
C  -2.83  -2.32  0.73
C  -1.85  -3.28  0.44
C  -2.17  -4.44  -0.22
C  -3.48  -4.68  -0.61
C  -4.46  -3.74  -0.34
C  -4.14  -2.56  0.33
C  0.49  2.09  0.22
C  0.70  3.38  -0.27
C  1.60  4.25  0.30
C  2.39  3.83  1.37
C  2.18  2.58  1.91
C  1.22  1.73  1.38
P  0.41  0.43  2.39
C  1.20  -1.18  2.03
C  1.34  -1.60  0.71
C  1.71  -2.91  0.43
C  1.91  -3.81  1.46
C  1.72  -3.41  2.77
C  1.35  -2.12  3.06
C  1.18  0.89  3.98
C  0.53  1.87  4.73
C  1.10  2.36  5.90
C  2.32  1.87  6.32
C  2.99  0.93  5.56
C  2.43  0.44  4.39
H  -4.76  3.28  0.70
H  -6.91  2.28  1.39
H  -6.95  0.10  2.54
H  -4.87  -1.23  2.73
H  -1.70  0.52  4.02
H  -1.04  -0.27  6.25
H  -1.05  -2.69  6.76
H  -1.80  -4.29  5.03
H  -2.29  -3.53  2.77
H  -0.83  -3.10  0.75
H  -1.40  -5.16  -0.45
H  -3.73  -5.59  -1.13
H  -5.48  -3.91  -0.64
H  -4.92  -1.83  0.51
H  0.08  3.75  -1.09
H  1.70  5.26  -0.07
H  3.13  4.49  1.79
H  2.76  2.27  2.78
H  1.17  -0.91  -0.12
H  1.84  -3.23  -0.59
H  2.18  -4.83  1.23
H  1.87  -4.12  3.58
H  1.17  -1.82  4.09
H  -0.41  2.27  4.39
H  0.58  3.12  6.46
H  2.76  2.24  7.24
H  3.97  0.57  5.87
H  2.97  -0.28  3.79
Se  -2.10  2.42  -1.68
Te  -4.43  2.24  -2.47
Te  -4.55  -0.50  -2.62
Se  -2.20  -1.00  -2.07
C  0.82  4.09  -3.60
Si  0.59  2.33  -4.33
C  1.89  2.23  -5.74
C  -1.14  2.27  -5.17
As  0.88  0.63  -2.62
Si  0.77  -1.28  -4.09
C  0.64  -2.86  -3.02
C  -0.66  -1.20  -5.36
C  2.33  -1.60  -5.16
Si  3.29  0.78  -2.29
C  3.89  -0.73  -1.26
C  3.77  2.33  -1.27
C  4.46  0.86  -3.82
H  1.07  4.81  -4.37
H  1.62  4.11  -2.86
H  -0.10  4.43  -3.13
H  1.58  2.86  -6.57
H  2.01  1.22  -6.12
H  2.86  2.59  -5.40
H  -1.42  3.26  -5.53
H  -1.89  1.97  -4.44
H  -1.18  1.59  -6.01
H  -0.07  -2.72  -2.20
H  1.61  -3.13  -2.60
H  0.29  -3.71  -3.60
H  -0.86  -2.18  -5.78
H  -0.41  -0.54  -6.18
H  -1.58  -0.85  -4.90
H  3.24  -1.65  -4.57
H  2.46  -0.85  -5.93
H  2.21  -2.56  -5.66
H  3.50  -0.71  -0.25
H  4.97  -0.74  -1.18
H  3.59  -1.67  -1.72
H  3.67  2.16  -0.21
H  3.14  3.17  -1.53
H  4.80  2.64  -1.45
H  4.00  0.53  -4.73
H  5.33  0.23  -3.64
H  4.83  1.87  -3.97

Atom charges from the Mulliken analysis, given in e for atoms 1 to 99: 0.594, -0.461, -0.310, 0.718, -0.731, -0.885, -0.751, -0.632, -0.535, 3.516, 0.184, -0.513, -0.476, -0.854, -0.597, -0.855, 0.708, -1.005, -0.408, -0.941, -0.659, -1.516, 0.923, -0.275, -1.274, -0.881, -0.476, 1.048, 1.979, 0.442, 0.342, -0.062, -1.105, -1.249, -0.743, 0.514, -0.474, -0.861, -0.688, -0.834, -0.399, 0.638, 0.429, 0.425, 0.546, 0.852, 0.459, 0.392, 0.464, 0.367, 0.225, 0.523, 0.372, 0.436, 0.620, 0.240, 0.391, 0.395, 0.425, -1.042, 0.157, 0.429, 0.438, 0.616, 0.447, 0.463, 0.402, 0.423, 0.446, -0.217, -0.162, -0.047, -0.536, -1.046, 0.389, -1.158, -0.761, 0.300, 0.187, -0.388, -0.960, -1.232, 0.475, -0.908, -0.902, -1.386, 0.520, 0.182, 0.279, 0.418, 0.217, 0.309, 0.427, -0.107, 0.373, -0.434, 0.291, 0.514, 0.422


C4H3O4Yb | ωB97M-V with the def2-TZVPD basis set

Output
ΔE to the lowest compared entry with this formula, charge and spin = 0.00 kJ/mol
multiplicity = 2
⟨S²⟩ = 0.760
total charge = +2
LUMO energy (spin up / spin down) = -8.79 / -10.34 eV
calculated total energy = -43893.7675 eV
gap between HOMO and LUMO (spin up / spin down) = 7.39 / 5.83 eV

Geometry (Å):
C  -0.92  -0.19  -0.20
C  0.36  0.04  -0.20
H  0.86  0.84  -0.76
O  -3.01  -0.16  -1.06
C  -2.25  0.01  0.00
O  -2.78  0.83  0.91
H  -2.30  -0.10  -1.84
O  1.24  -0.70  0.57
C  2.54  -0.51  0.39
O  3.30  -1.30  1.00
Yb  5.07  -0.12  -0.14
H  -2.11  1.38  1.33

What are the natural (NBO) partial charges on each atom? They are as follows, in elementary charge units: 0.019, 0.159, 0.255, -0.516, 0.705, -0.531, 0.538, -0.474, 0.225, -0.750, 1.838, 0.533